12
Properties=species:S:1:pos:R:3:forces:R:3 method="wB97M-V/def2-TZVPD" orbital_gap_ev=7.846 total_charge=+2 total_energy_ha=-2039.40287 homo_energy_ev=-17.22
C -1.506 -0.440 -0.443 0.909 0.519 0.210
B -0.238 0.477 -0.376 -1.829 0.090 -0.395
O -0.267 1.861 -0.711 2.051 -1.184 0.938
P 1.541 -0.194 0.118 -0.554 -3.298 0.753
S 1.575 -0.669 2.180 -0.102 -0.243 -0.156
H -2.413 0.051 -0.103 -0.195 0.119 0.060
H -1.392 -1.391 0.062 -0.016 -0.154 0.151
H -1.663 -0.668 -1.502 -0.005 0.027 -0.202
H -0.920 2.347 -0.203 -0.830 0.401 -0.323
H 1.658 -1.404 -0.623 0.058 0.320 0.241
H 1.126 -1.964 2.181 -0.012 0.597 -0.325
Yb 2.499 1.995 -0.579 0.526 2.807 -0.953